1.
The following is a quantum chemistry calculation of one molecule with the formula C6H12O, from the OMol25 dataset.

Calculated values
Highest occupied orbital energy, eV: -9.2
Molecular weight, g mol⁻¹: 100.161
HOMO-LUMO gap, eV: 10.1
SMILES: CC(C)=C[C@H](C)O

Structure (ORCA input):
```
! RIJCOSX wB97M-V def2-TZVPD def2/J DEFGRID3
* xyz 0 1
C 1.649 -1.841 0.307
C 0.687 -0.682 0.411
C -0.380 -0.885 1.458
C 0.837 0.364 -0.410
C -0.048 1.535 -0.772
C -1.292 1.831 0.056
O -0.427 1.334 -2.138
H 1.094 -2.771 0.128
H 2.357 -1.711 -0.517
H 2.215 -1.984 1.235
H 0.071 -1.316 2.359
H -1.134 -1.603 1.111
H -0.892 0.032 1.748
H 1.696 0.327 -1.082
H 0.571 2.440 -0.793
H -1.958 0.963 0.105
H -1.839 2.640 -0.437
H -1.049 2.151 1.075
H -0.702 0.410 -2.201
*
```

Atom charges from the Mulliken analysis, given in e for atoms 1 to 5:
1. C -1.34
2. C 1.58
3. C -1.32
4. C -1.28
5. C 0.61

=====

2.
The following is a quantum chemistry calculation of a 10-piece molecular cluster, C34H60O8S6 overall at a distorted geometry, from the OMol25 dataset.

Calculated values
Highest occupied orbital energy, eV: -8.3
Molecular weight, g mol⁻¹: 789.248
HOMO-LUMO gap, eV: 8.1

Structure (ORCA input):
```
! RIJCOSX wB97M-V def2-TZVPD def2/J DEFGRID3
* xyz 0 1
C -0.518 -8.869 2.313
S -0.367 -10.499 1.387
O -1.640 -11.256 1.616
C -0.423 -9.665 -0.264
H -1.312 -8.186 2.010
H 0.387 -8.282 2.151
H -0.621 -8.921 3.397
H -1.160 -8.888 -0.466
H -0.598 -10.390 -1.059
H 0.523 -9.127 -0.319
C -0.809 1.684 6.392
S 0.118 0.731 7.604
O -0.883 -0.269 8.224
C 1.453 -0.078 6.678
H -0.498 2.714 6.217
H -1.804 1.758 6.829
H -0.840 1.230 5.402
H 1.800 0.567 5.871
H 1.179 -0.961 6.100
H 2.322 -0.343 7.280
C 0.413 6.996 0.105
S 0.206 7.176 1.910
O 0.700 5.835 2.559
C 1.390 8.569 2.393
H 0.118 7.948 -0.335
H -0.311 6.267 -0.261
H 1.394 6.657 -0.227
H 1.122 8.841 3.413
H 1.234 9.485 1.823
H 2.387 8.134 2.463
C 5.138 -1.418 -5.413
S 6.109 -1.007 -3.887
O 5.876 -2.136 -2.824
C 7.805 -1.510 -4.532
H 4.948 -2.491 -5.393
H 5.545 -1.042 -6.351
H 4.147 -0.995 -5.248
H 7.842 -2.534 -4.903
H 8.569 -1.393 -3.763
H 8.006 -0.794 -5.328
C -5.303 -2.814 6.048
S -5.326 -4.246 7.258
O -6.230 -5.469 6.905
C -3.499 -4.580 7.108
H -4.589 -2.072 6.405
H -6.293 -2.358 6.044
H -5.168 -3.061 4.995
H -3.197 -5.399 7.761
H -2.879 -3.739 7.419
H -3.136 -4.933 6.143
C -5.043 1.416 0.679
S -6.300 1.991 1.843
O -5.659 1.801 3.225
C -6.181 3.853 1.526
H -5.308 1.679 -0.345
H -5.020 0.328 0.738
H -4.157 1.988 0.955
H -5.310 4.187 2.089
H -7.035 4.319 2.016
H -6.124 4.245 0.510
C -5.441 -0.929 -4.628
C -6.234 0.225 -4.770
C -7.531 0.259 -4.273
C -8.020 -0.794 -3.469
C -7.168 -1.858 -3.196
C -5.855 -1.841 -3.644
H -4.566 -0.964 -5.260
H -5.896 1.122 -5.268
H -8.112 1.161 -4.399
H -9.066 -0.889 -3.216
H -7.526 -2.607 -2.506
H -5.196 -2.695 -3.640
C 8.964 2.793 1.299
C 7.922 3.003 0.372
C 6.626 3.404 0.816
C 6.420 3.647 2.183
C 7.476 3.543 3.054
C 8.719 3.122 2.687
H 9.939 2.505 0.934
H 8.118 2.955 -0.689
H 5.907 3.508 0.018
H 5.404 3.867 2.477
H 7.346 3.560 4.126
H 9.570 2.997 3.341
C 1.036 2.459 -8.800
C 2.222 2.808 -8.209
C 2.256 2.819 -6.791
C 1.118 2.485 -5.974
C -0.003 2.207 -6.697
C -0.086 2.117 -8.021
H 0.989 2.420 -9.879
H 3.093 3.190 -8.720
H 3.186 3.067 -6.302
H 1.178 2.530 -4.896
H -0.925 2.001 -6.173
H -1.006 1.706 -8.409
O -0.068 -3.175 1.536
C 0.409 -2.373 0.710
O 0.411 -1.045 0.827
C 0.863 -0.386 -0.346
C 0.521 -1.408 -1.486
C 0.838 -2.720 -0.698
H 1.891 -0.026 -0.307
H 0.427 0.565 -0.648
H 1.091 -1.267 -2.404
H -0.552 -1.339 -1.665
H 1.911 -2.886 -0.796
H 0.210 -3.519 -1.093
*
```

Atom charges from the Mulliken analysis, given in e for atoms 1 to 5:
1. C -0.96
2. S 0.49
3. O -0.59
4. C -0.92
5. H 0.33

=====

3.
The following is a quantum chemistry calculation of a 2-piece molecular cluster, C2H6FP overall at a distorted geometry, from the OMol25 dataset.

Calculated values
Highest occupied orbital energy (spin up / spin down), eV: -8.4 / -7.9
Molecular weight, g mol⁻¹: 80.042
HOMO-LUMO gap (spin up / spin down), eV: 8.3 / 8.0

Structure (ORCA input):
```
! RIJCOSX wB97M-V def2-TZVPD def2/J DEFGRID3
* xyz 0 1
C 1.094 -1.483 0.194
C -1.135 1.286 -0.036
F -2.367 -0.966 -0.582
P -1.483 -0.396 0.673
H 1.220 -1.327 1.263
H 1.597 -0.747 -0.338
H 0.887 -2.471 -0.286
H -0.623 1.754 0.720
H -2.055 1.838 -0.206
H -0.881 1.121 -1.105
*
```

Atom charges from the Mulliken analysis, given in e for atoms 1 to 5:
1. C -1.04
2. C -0.95
3. F -0.29
4. P 0.34
5. H 0.35

=====

4.
The following is a quantum chemistry calculation of one molecule with the formula C4H7NO at a distorted geometry, from the OMol25 dataset.

Calculated values
Highest occupied orbital energy, eV: -7.1
Molecular weight, g mol⁻¹: 85.106
HOMO-LUMO gap, eV: 7.5
SMILES: [O-]/C=C/[NH+]1CC1

Structure (ORCA input):
```
! RIJCOSX wB97M-V def2-TZVPD def2/J DEFGRID3
* xyz 0 1
O -2.784 -0.776 1.407
C -1.894 -0.378 0.652
C -0.651 0.132 1.006
N 0.209 0.600 -0.073
C 0.663 -0.310 -1.164
C 1.625 0.178 -0.158
H -2.052 -0.427 -0.470
H -0.215 0.245 1.985
H -0.134 1.547 -0.170
H 0.717 0.074 -2.180
H 0.263 -1.312 -1.039
H 1.885 -0.488 0.660
H 2.367 0.915 -0.455
*
```

Atom charges from the Mulliken analysis, given in e for atoms 1 to 5:
1. O -0.63
2. C -0.16
3. C -0.51
4. N 0.02
5. C -0.34

=====

5.
The following is a quantum chemistry calculation of C35H58BNNbO14 as an isolated structure at a distorted geometry, from the OMol25 dataset.

Calculated values
Highest occupied orbital energy, eV: -3.7
Molecular weight, g mol⁻¹: 820.560
HOMO-LUMO gap, eV: 5.5

Structure (ORCA input):
```
! RIJCOSX wB97M-V def2-TZVPD def2/J DEFGRID3
* xyz -1 1
C -0.238 -4.702 3.346
C -1.215 -3.664 2.758
C -0.524 -2.311 2.573
Nb -1.674 -0.745 1.344
C -2.440 0.154 3.336
C -3.727 -0.462 3.939
C -4.681 0.535 4.554
O -5.478 1.165 3.535
C -6.275 2.139 3.965
C -6.168 3.409 3.173
O -7.043 2.034 4.879
C 0.213 0.562 1.401
O 0.195 1.790 0.603
C 1.120 2.708 0.929
C 2.463 2.414 1.186
C 3.379 3.406 1.528
C 2.969 4.736 1.628
C 1.640 5.033 1.351
C 0.722 4.046 1.003
B -3.044 0.869 0.320
N -2.633 1.702 -0.797
O -4.377 1.063 0.785
H 0.202 -4.290 4.250
H -0.705 -5.665 3.546
H 0.588 -4.812 2.643
H -1.985 -3.519 3.514
H -1.635 -4.035 1.829
H -0.240 -1.871 3.531
H 0.414 -2.457 2.016
H -1.273 -1.466 -0.292
H -3.152 -1.855 1.299
H -2.531 1.238 3.271
H -1.627 -0.073 4.027
H -4.289 -1.032 3.206
H -3.447 -1.139 4.746
H -5.361 0.018 5.234
H -4.155 1.279 5.153
H -7.062 3.547 2.573
H -5.311 3.390 2.512
H -6.112 4.236 3.873
H 0.386 0.851 2.442
H 1.035 -0.069 1.054
H 2.805 1.393 1.120
H 4.397 3.111 1.732
H 3.698 5.476 1.921
H 1.310 6.060 1.428
H -0.297 4.327 0.793
H -3.357 2.406 -0.941
H -2.535 1.199 -1.681
H -4.951 0.575 0.188
O -2.522 0.295 -3.495
C -1.907 -0.731 -3.333
O -2.446 -1.797 -2.735
C -1.458 -2.832 -2.568
C -0.395 -2.532 -3.618
C -0.467 -1.008 -3.704
H -1.072 -2.767 -1.550
H -1.935 -3.800 -2.709
H 0.588 -2.919 -3.352
H -0.683 -2.968 -4.578
H 0.173 -0.527 -2.961
H -0.244 -0.624 -4.696
O 1.186 -1.697 -1.131
C 2.281 -1.418 -1.518
O 2.543 -0.262 -2.189
C 3.910 -0.243 -2.621
C 4.637 -1.216 -1.702
C 3.548 -2.243 -1.403
H 3.946 -0.558 -3.667
H 4.286 0.775 -2.547
H 5.536 -1.639 -2.148
H 4.926 -0.708 -0.780
H 3.515 -3.034 -2.148
H 3.637 -2.674 -0.412
O 4.981 -4.955 -1.553
C 4.616 -5.736 -2.380
O 3.670 -5.428 -3.301
C 3.349 -6.584 -4.093
C 4.561 -7.499 -3.972
C 5.060 -7.175 -2.564
H 2.443 -7.038 -3.687
H 3.155 -6.267 -5.115
H 4.323 -8.548 -4.131
H 5.317 -7.210 -4.704
H 4.571 -7.785 -1.804
H 6.138 -7.256 -2.466
O 1.547 1.681 6.644
C 2.073 2.711 6.351
O 3.197 3.158 6.981
C 3.545 4.464 6.502
C 2.887 4.580 5.133
C 1.634 3.724 5.309
H 3.164 5.205 7.210
H 4.629 4.546 6.459
H 2.687 5.609 4.839
H 3.527 4.133 4.373
H 0.798 4.295 5.714
H 1.332 3.227 4.390
O -1.596 2.645 -9.038
C -2.146 2.803 -7.985
O -2.563 1.776 -7.216
C -3.281 2.270 -6.063
C -2.800 3.702 -5.884
C -2.510 4.121 -7.325
H -4.351 2.216 -6.276
H -3.056 1.646 -5.204
H -3.521 4.334 -5.370
H -1.875 3.709 -5.305
H -3.395 4.522 -7.823
H -1.689 4.827 -7.405
*
```

Atom charges from the Mulliken analysis, given in e for atoms 1 to 5:
1. C -1.35
2. C -0.05
3. C -0.76
4. Nb -1.95
5. C -1.08

=====

6.
The following is a quantum chemistry calculation of C14H8MoO6S2 as an isolated structure at a distorted geometry, from the OMol25 dataset.

Calculated values
Highest occupied orbital energy (spin up / spin down), eV: 0.2 / -1.4
Molecular weight, g mol⁻¹: 432.286
HOMO-LUMO gap (spin up / spin down), eV: 4.3 / 5.9
<S²>: 2.17

Structure (ORCA input):
```
! RIJCOSX wB97M-V def2-TZVPD def2/J DEFGRID3
* xyz -2 3
Mo 0.103 -0.566 -0.336
O -0.942 -3.272 4.108
C -0.292 -2.698 3.222
C 0.391 -3.314 2.073
O 0.501 -4.509 1.791
C 0.972 -2.183 1.284
C 0.644 -0.924 1.876
O 1.111 0.188 1.381
C -0.071 -1.210 3.158
O -0.343 -0.398 4.029
O 1.636 -2.238 0.202
C 0.356 -0.414 -5.811
O -0.165 -1.226 -4.775
C 0.092 -0.903 -3.480
S 0.920 0.492 -3.044
S -0.495 -2.015 -2.372
H 0.369 -1.045 -6.700
H 1.356 -0.054 -5.571
H -0.292 0.450 -5.981
C -1.316 0.434 -0.364
C -2.487 1.289 -0.418
C -3.354 1.457 0.665
C -4.456 2.291 0.567
C -4.723 2.978 -0.612
C -3.866 2.818 -1.695
C -2.762 1.987 -1.602
H -3.148 0.931 1.589
H -5.110 2.404 1.425
H -5.589 3.626 -0.686
H -4.054 3.346 -2.625
H -2.090 1.861 -2.444
*
```

Atom charges from the Mulliken analysis, given in e for atoms 1 to 5:
1. Mo 0.08
2. O -0.77
3. C 0.40
4. C -0.14
5. O -0.72

=====

7.
The following is a quantum chemistry calculation of a 10-piece molecular cluster, C60H106F18N8O4P3 overall at a distorted geometry, from the OMol25 dataset.

Calculated values
Highest occupied orbital energy, eV: -11.8
Molecular weight, g mol⁻¹: 1438.446
HOMO-LUMO gap, eV: 4.1

Structure (ORCA input):
```
! RIJCOSX wB97M-V def2-TZVPD def2/J DEFGRID3
* xyz 3 1
C 30.938 13.062 11.480
C 30.361 14.137 12.503
C 29.058 13.672 13.062
N 28.405 14.648 14.089
C 29.396 15.321 15.020
C 27.612 15.685 13.431
C 26.647 16.193 14.464
C 26.238 14.873 15.226
C 27.377 13.907 14.990
H 31.871 13.443 11.063
H 30.237 12.907 10.606
H 31.071 12.046 11.882
H 30.298 15.072 12.024
H 31.160 14.225 13.225
H 29.091 12.727 13.636
H 28.343 13.508 12.264
H 30.049 14.527 15.406
H 28.906 15.926 15.763
H 29.997 15.979 14.355
H 28.288 16.408 13.067
H 27.104 15.259 12.589
H 27.103 16.897 15.128
H 25.768 16.688 14.046
H 26.150 15.157 16.300
H 25.281 14.507 14.858
H 27.990 13.469 15.777
H 27.017 13.029 14.441
C 25.560 9.764 24.444
C 26.381 10.946 23.948
C 25.964 12.226 24.741
N 26.178 13.589 23.924
C 27.559 13.911 23.540
C 25.637 14.669 24.862
C 24.153 14.810 24.612
C 23.881 14.189 23.178
C 25.258 13.689 22.667
H 26.123 8.879 24.162
H 24.509 9.805 24.139
H 25.501 9.724 25.550
H 26.254 11.111 22.861
H 27.443 10.856 24.056
H 26.476 12.424 25.654
H 24.907 12.216 24.980
H 28.214 13.675 24.402
H 27.632 14.904 23.095
H 27.824 13.143 22.769
H 26.074 15.642 24.775
H 25.865 14.405 25.901
H 23.830 15.834 24.616
H 23.441 14.374 25.350
H 23.452 14.888 22.453
H 23.175 13.374 23.210
H 25.641 14.427 21.991
H 25.157 12.673 22.308
C 32.767 8.938 18.344
C 31.411 9.680 18.291
C 31.370 10.591 19.458
N 30.222 11.535 19.473
C 28.904 10.890 19.337
C 30.506 12.690 18.564
C 31.582 13.463 19.327
C 31.301 13.237 20.801
C 30.104 12.229 20.805
H 33.610 9.647 18.373
H 32.810 8.351 17.457
H 32.785 8.224 19.227
H 30.536 8.952 18.272
H 31.383 10.171 17.313
H 32.265 11.192 19.437
H 31.368 10.037 20.413
H 28.695 10.212 20.129
H 28.861 10.503 18.345
H 28.182 11.674 19.325
H 29.497 13.222 18.553
H 30.795 12.340 17.603
H 31.390 14.540 19.085
H 32.634 13.363 19.016
H 31.006 14.129 21.344
H 32.189 12.766 21.263
H 29.172 12.803 20.705
H 30.123 11.498 21.578
C 25.220 7.948 18.998
C 25.043 8.202 17.497
C 25.078 9.690 17.196
N 24.714 10.082 15.809
C 25.469 9.201 14.823
C 23.226 9.801 15.532
C 22.700 11.255 15.169
C 23.636 12.219 15.836
C 24.927 11.512 15.494
H 25.509 6.905 19.136
H 24.311 8.189 19.530
H 26.043 8.533 19.361
H 24.061 7.814 17.225
H 25.872 7.774 17.012
H 26.078 10.105 17.374
H 24.490 10.180 17.954
H 25.113 9.453 13.812
H 25.299 8.129 15.018
H 26.488 9.454 14.990
H 23.206 9.029 14.790
H 22.722 9.449 16.427
H 22.600 11.461 14.078
H 21.651 11.313 15.611
H 23.521 13.118 15.189
H 23.326 12.348 16.880
H 25.038 11.576 14.374
H 25.900 11.726 15.947
C 19.280 13.643 17.276
N 18.100 12.826 17.558
C 18.204 11.785 18.489
C 17.152 11.183 19.014
C 15.810 11.584 18.627
C 15.717 12.560 17.732
C 16.809 13.210 16.979
C 14.662 11.096 19.277
C 14.456 9.641 19.279
C 13.190 9.189 19.581
N 12.251 10.073 20.074
C 12.458 11.372 20.227
C 13.637 11.978 19.791
C 10.947 9.455 20.253
H 18.917 14.434 16.680
H 20.196 13.164 16.906
H 19.662 13.989 18.193
H 19.188 11.634 18.846
H 17.339 10.533 19.867
H 14.687 12.764 17.382
H 16.684 14.296 17.013
H 15.188 8.948 18.896
H 12.986 8.155 19.410
H 11.591 11.977 20.491
H 13.767 13.039 19.882
H 10.790 8.512 19.751
H 10.114 10.155 19.998
H 10.796 9.235 21.325
C 24.388 18.667 17.952
N 23.905 19.217 16.635
C 24.120 20.547 16.304
C 23.898 20.921 14.995
C 23.517 19.990 14.031
C 23.385 18.705 14.431
C 23.562 18.297 15.720
C 23.255 20.211 12.610
C 22.674 21.355 12.072
C 22.370 21.416 10.745
N 22.747 20.381 9.923
C 23.301 19.238 10.441
C 23.610 19.173 11.746
C 22.378 20.493 8.526
H 25.455 18.599 17.932
H 23.980 17.649 18.159
H 24.105 19.337 18.758
H 24.357 21.133 17.195
H 24.000 21.993 14.706
H 22.915 18.016 13.747
H 23.469 17.260 16.018
H 22.502 22.153 12.746
H 21.928 22.260 10.276
H 23.435 18.374 9.783
H 24.055 18.214 12.098
H 23.351 20.713 8.061
H 21.688 21.371 8.381
H 21.895 19.559 8.226
P 26.990 15.045 19.343
F 27.630 16.291 18.493
F 27.485 13.962 18.275
F 28.416 14.919 20.169
F 26.403 13.765 20.195
F 26.457 16.027 20.566
F 25.644 15.160 18.526
P 22.432 15.351 13.257
F 21.696 16.749 13.659
F 21.594 15.410 11.863
F 23.700 16.143 12.554
F 23.239 14.033 12.894
F 23.194 15.413 14.655
F 21.229 14.532 14.013
P 22.202 11.524 20.298
F 22.681 9.998 19.981
F 23.599 12.161 19.849
F 21.654 11.627 18.688
F 21.591 12.990 20.497
F 20.708 10.955 20.635
F 22.649 11.319 21.800
C 17.010 12.204 13.409
C 16.808 11.892 14.858
O 16.657 13.109 15.565
O 16.686 10.778 15.314
H 16.265 12.968 13.212
H 16.853 11.401 12.673
H 17.916 12.763 13.260
C 29.058 9.779 14.597
C 29.024 10.880 15.645
O 27.971 10.808 16.348
O 29.883 11.810 15.615
H 30.090 9.699 14.227
H 28.295 9.999 13.883
H 28.773 8.837 15.110
*
```

Atom charges from the Mulliken analysis, given in e for atoms 1 to 5:
1. C -1.34
2. C -0.52
3. C -0.15
4. N 0.92
5. C -1.05